(1)
4 unconnected molecules or ions with the total composition C2H13NO4 at a distorted geometry, computed with wB97M-V/def2-TZVPD.

Structure (XYZ):
```
20
Properties=species:S:1:pos:R:3:lowdin_charge:R:1
N -1.07582 0.00781 -0.16069 -0.030
C -1.00518 1.40118 0.29419 -0.228
C -0.36157 1.40880 1.74782 -0.283
O 1.02104 1.44594 1.83104 -0.070
H -1.26935 -0.10382 -1.13411 0.005
H -1.92868 -0.42847 0.32982 0.126
H -1.92288 2.04903 0.36089 0.116
H -0.30365 1.84804 -0.38848 0.099
H -0.79434 0.59661 2.34218 0.101
H -0.58759 2.33156 2.33683 0.121
H 1.48868 0.89050 1.21824 0.065
O 1.58628 -1.64779 -1.74689 -0.041
H 1.64490 -2.47984 -2.20714 0.066
H 1.95696 -1.80842 -0.84066 0.071
O 1.04061 -1.66626 1.04271 -0.071
H 0.88698 -1.64755 1.96588 0.020
H 0.25670 -1.18832 0.67802 0.008
O -0.55397 -0.55273 -2.64668 -0.107
H -0.49496 0.36821 -2.67474 -0.006
H 0.41584 -0.82447 -2.34822 0.039
```

**Multiplicity**: 1
**E_LUMO**: 0.72 eV
**Calculated total energy**: -439.67811 a.u.
**Energy relative to the best compared isomer or geometry (same formula, charge and spin)**: 1.216 eV
**Structure (SMILES)**: NCCO.O.O.O

(2)
A molecular structure, C41H62N11O6PTi at a distorted geometry, computed with wB97M-V/def2-TZVPD.

Structure (XYZ):
```
122
Properties=species:S:1:pos:R:3:mulliken_spin:R:1
Ti 0.30394 -0.12610 0.63285 0.914
C -2.56045 -0.57370 2.48613 0.013
N -2.07911 -0.84945 1.13823 -0.028
C -3.17941 -0.60798 0.19373 0.015
C -1.56774 -2.17889 0.91943 0.003
C -1.79337 -3.22855 1.78818 0.023
C -1.38006 -4.52165 1.48056 0.011
C -0.78024 -4.74705 0.25596 -0.003
C -0.51494 -3.69761 -0.61563 -0.006
C -0.82187 -2.37049 -0.28404 -0.061
N -0.51556 -1.21737 -1.00910 0.080
C 0.13575 -1.30749 -2.24102 -0.009
C 1.26543 -2.10890 -2.44705 0.006
C 1.95117 -2.12810 -3.65250 0.002
C 1.53275 -1.32286 -4.70002 -0.002
C 0.43754 -0.49182 -4.50723 0.001
C -0.25415 -0.45901 -3.30022 -0.003
N -1.38564 0.40773 -3.14817 0.004
C -2.61713 -0.27971 -3.50629 0.000
C -1.28505 1.68133 -3.83514 0.000
H -3.47621 -1.14035 2.71114 0.001
H -2.78356 0.49175 2.54680 0.002
H -1.79309 -0.81602 3.21656 -0.006
H -3.98135 -1.33572 0.37504 0.000
H -2.80768 -0.69992 -0.81873 -0.006
H -3.54809 0.40721 0.33703 0.002
H -2.31081 -3.03784 2.71836 0.000
H -1.54532 -5.32797 2.18160 0.001
H -0.49284 -5.75193 -0.02922 0.000
H -0.04363 -3.91959 -1.56154 0.000
H 1.63629 -2.68611 -1.60965 -0.002
H 2.82113 -2.76484 -3.75980 0.000
H 2.05111 -1.33284 -5.65041 0.000
H 0.10536 0.14884 -5.31427 0.000
H -2.69509 -0.43182 -4.59528 0.000
H -3.48075 0.29795 -3.16938 0.000
H -2.64433 -1.25449 -3.02207 0.000
H -1.30981 1.59168 -4.93359 0.000
H -0.37212 2.19631 -3.54001 0.000
H -2.12968 2.30455 -3.53797 0.000
O 3.83651 -3.50962 4.45988 0.000
C 3.13902 -2.86816 3.71357 0.000
C 1.79957 -2.17610 4.09514 0.000
O 1.27917 -2.18401 5.19474 0.003
C 1.37435 -1.52716 2.84162 0.012
C 2.26576 -1.76158 1.82162 0.015
O 2.00649 -1.21392 0.67120 -0.024
C 3.41930 -2.55712 2.23544 0.000
O 4.40383 -2.88979 1.59665 -0.003
O 0.35890 -0.78215 2.58008 -0.020
O -2.31380 2.33465 -0.51762 0.001
H -1.63096 2.18197 0.18416 0.013
H -2.02175 1.70375 -1.19369 -0.001
C 4.81016 3.22481 -4.23315 0.000
C 4.96003 1.72893 -3.98310 0.000
C 4.03043 0.91124 -4.86944 0.000
C 4.82768 1.32924 -2.52034 0.000
N 3.46040 1.36414 -1.99724 0.002
C 2.82048 0.42508 -1.30473 0.026
N 1.63991 0.89397 -0.95621 -0.025
N 1.57482 2.15370 -1.45867 0.017
N 2.66147 2.44353 -2.07216 0.001
H 5.05904 3.44774 -5.27203 0.000
H 5.47866 3.80673 -3.59606 0.000
H 3.79391 3.56831 -4.04498 0.000
H 5.99630 1.45983 -4.22219 0.000
H 2.98363 1.10289 -4.62988 0.000
H 4.19248 -0.16110 -4.75299 0.000
H 4.18061 1.16472 -5.91972 0.000
H 5.45125 1.94972 -1.87231 0.000
H 5.14228 0.29189 -2.39405 0.000
H 3.20188 -0.54569 -1.04301 -0.002
N -0.10584 1.70550 1.20756 -0.006
P 0.55008 2.93945 1.83073 0.012
N 2.20567 3.12054 1.62004 -0.001
C 2.95498 4.35182 1.41675 0.000
C 3.99587 4.60140 2.50656 0.000
C 4.89287 3.38760 2.70927 0.000
C 4.04537 2.14635 2.95578 0.003
C 3.05159 1.95258 1.81894 0.002
N 0.31604 2.93966 3.48346 0.005
C -0.61647 2.01942 4.13129 0.007
C -0.19927 1.81809 5.57872 0.000
C -0.28972 3.12747 6.37632 0.000
C -0.06529 4.34036 5.46326 0.000
C 0.88267 3.99227 4.32235 0.000
N 0.00010 4.45209 1.34334 -0.003
C 0.15643 4.78337 -0.08291 -0.003
C -0.01302 6.28215 -0.28204 -0.001
C -1.37401 6.74799 0.22232 0.000
C -1.57996 6.29458 1.66331 0.000
C -1.36169 4.79412 1.78407 0.002
H 2.26529 5.18893 1.36956 0.000
H 3.47225 4.29552 0.44385 0.000
H 3.48210 4.83165 3.44437 0.000
H 4.58726 5.48246 2.23967 0.000
H 5.59564 3.55503 3.52920 0.000
H 5.49592 3.22946 1.80587 0.000
H 3.48892 2.24706 3.89260 0.000
H 4.67265 1.25627 3.04328 0.000
H 2.42638 1.07848 2.01172 0.014
H 3.60952 1.74620 0.89237 0.007
H -0.59284 1.07994 3.58870 -0.002
H -1.65050 2.39956 4.08678 -0.002
H 0.82283 1.43176 5.58508 0.000
H -0.81910 1.04262 6.03215 0.000
H 0.44746 3.12612 7.18264 0.000
H -1.26920 3.20602 6.85477 0.000
H 0.33733 5.18347 6.03059 0.000
H -1.01617 4.67417 5.04028 0.000
H 1.84868 3.68026 4.74594 0.000
H 1.07748 4.87507 3.70956 0.000
H -0.58381 4.22698 -0.67120 -0.001
H 1.13605 4.45779 -0.42680 -0.001
H 0.11391 6.52403 -1.33999 0.000
H 0.77797 6.80338 0.26928 0.000
H -2.15394 6.29872 -0.40166 0.000
H -1.47468 7.83239 0.13212 0.000
H -2.58506 6.54814 2.01034 0.000
H -0.86603 6.80690 2.31778 0.000
H -2.09838 4.26131 1.16673 0.000
H -1.49395 4.46533 2.81277 0.000
```

**Multiplicity**: 2
**E_LUMO (alpha / beta)**: 2.23 / 2.23 eV
**Calculated total energy**: -3844.33331 a.u.
**Total charge**: -1
**Energy relative to the best compared isomer or geometry (same formula, charge and spin)**: 0.377 eV

(3)
3 unconnected molecules or ions with the total composition C4H12O2 at a distorted geometry, computed with wB97M-V/def2-TZVPD.

Structure (XYZ):
```
18
Properties=species:S:1:pos:R:3:lowdin_charge:R:1
C 1.62791 -0.63673 0.47469 -0.115
C 1.26320 -0.77085 1.95655 -0.211
C 0.43052 -1.43232 2.87114 -0.138
C 1.08426 -2.02791 4.18389 -0.109
H 2.22987 0.35483 0.25860 0.109
H 2.19840 -1.48086 0.17705 0.051
H 0.55916 -0.56011 0.16248 0.070
H 2.10177 -0.27152 2.39437 0.062
H -0.65547 -1.35461 2.59974 0.095
H 1.81059 -1.49721 4.90060 0.094
H 0.32766 -2.09693 4.84380 -0.001
H 1.77963 -2.82655 3.75794 0.094
O -1.86456 3.82155 -4.87313 -0.088
H -1.88701 2.83300 -4.94891 -0.001
H -2.07817 3.92518 -3.94337 0.021
O -3.25691 1.62283 -5.17472 -0.138
H -2.91358 1.64113 -4.18430 0.100
H -2.75726 0.75709 -5.45642 0.106
```

**Multiplicity**: 1
**E_LUMO**: 0.30 eV
**Calculated total energy**: -309.91790 a.u.
**Energy relative to the best compared isomer or geometry (same formula, charge and spin)**: 4.218 eV
**Structure (SMILES)**: C/C=C/C.O.O

(4)
A molecular structure, C37H31NOPSiTe4W at a distorted geometry, computed with wB97M-V/def2-TZVPD.

Structure (XYZ):
```
77
Properties=species:S:1:pos:R:3:mulliken_spin:R:1
W 1.55992 0.76573 -1.23060 1.508
O 0.73061 3.46482 -2.06678 -0.002
N 0.24388 2.22265 -1.66740 -0.039
C -1.06860 2.10311 -1.61670 0.207
C -1.63903 0.79122 -1.41404 -0.070
C -3.65497 1.62107 -0.18958 -0.004
C -4.76195 1.03739 0.30081 0.042
C -4.75488 -0.38037 -0.07369 0.056
C -3.62505 -0.65103 -0.75496 -0.010
C -2.85979 0.59311 -0.87626 0.108
P -0.32654 -0.39698 -1.95302 0.109
C 0.55719 -3.61704 0.10808 -0.005
C 1.81245 -3.08487 0.31896 0.033
C 2.71371 -3.80079 1.09565 0.012
C 2.35020 -5.02028 1.64217 0.000
C 1.07789 -5.53081 1.43268 0.000
C 0.16517 -4.83171 0.65845 -0.003
C -0.71757 -0.56893 -3.70456 -0.059
C 0.28699 -0.29148 -4.62645 0.047
C 0.01520 -0.38707 -5.98500 0.015
C -1.24708 -0.76548 -6.41200 0.000
C -2.25262 -1.03790 -5.48765 0.003
C -1.99182 -0.93643 -4.13513 0.003
H 0.00759 3.94471 -2.50026 -0.003
H -1.68530 2.98886 -1.72173 -0.017
H -3.33682 2.64001 -0.03129 -0.001
H -5.52857 1.51299 0.89203 0.000
H -5.54477 -1.08102 0.15031 0.000
H -3.38595 -1.59490 -1.21645 -0.001
H 2.10182 -2.14398 -0.11816 -0.016
H 3.70545 -3.39776 1.25858 0.000
H 3.06283 -5.57778 2.23531 0.000
H 0.79208 -6.47928 1.86779 0.000
H -0.82304 -5.24278 0.48980 0.000
H 1.28379 -0.02764 -4.28793 0.013
H 0.79470 -0.17606 -6.70418 0.001
H -1.45676 -0.84662 -7.47008 0.000
H -3.23856 -1.32378 -5.82756 0.000
H -2.78777 -1.12274 -3.42305 0.000
Te 3.68881 -0.69157 -2.09519 -0.066
Te 3.00848 -2.86804 -3.60876 -0.004
Te 0.41873 -3.85023 -3.52110 -0.001
Te -0.80271 -2.85380 -1.30348 0.029
C -2.10294 4.56648 2.22610 -0.002
C -1.02979 4.76168 1.36311 0.000
C -0.18542 3.70612 1.06069 -0.022
C -0.39158 2.43018 1.59625 0.000
C -1.46222 2.26185 2.47287 0.015
C -2.30966 3.31683 2.78741 0.001
Si 0.81341 1.04782 1.17228 0.137
C 0.27285 -0.48097 2.11073 0.019
C -1.01887 -0.96204 1.85428 -0.029
C -1.52004 -2.07592 2.50696 0.007
C -0.72932 -2.74399 3.43267 -0.002
C 0.55246 -2.28836 3.69489 0.001
C 1.04511 -1.16586 3.04020 -0.019
C 2.55415 1.66320 1.58513 -0.027
C 3.16194 1.81394 2.83086 0.009
C 4.44361 2.32569 2.95311 0.001
C 5.16679 2.69717 1.82702 0.001
C 4.59794 2.56256 0.56972 -0.001
C 3.31016 2.05447 0.47883 -0.062
H -2.76059 5.39042 2.47107 0.000
H -0.84426 5.74180 0.94188 0.000
H 0.66019 3.88988 0.40621 -0.007
H -1.64570 1.29710 2.93191 0.000
H -3.12985 3.16003 3.47614 0.000
H -1.66650 -0.43771 1.15828 0.025
H -2.53093 -2.41266 2.30401 0.000
H -1.11398 -3.61267 3.95203 0.000
H 1.17272 -2.80662 4.41465 0.000
H 2.05355 -0.83303 3.26068 -0.001
H 2.61562 1.54018 3.72603 -0.001
H 4.88432 2.44699 3.93382 0.000
H 6.16742 3.09464 1.92899 0.000
H 5.14235 2.84745 -0.32034 0.002
H 2.93973 2.09679 -0.57610 0.066
```

**Multiplicity**: 3
**E_LUMO (alpha / beta)**: -4.09 / -4.18 eV
**Calculated total energy**: -3328.17050 a.u.
**Total charge**: +1
**Energy relative to the best compared isomer or geometry (same formula, charge and spin)**: 0.209 eV

Q: Among the records above, which one has the highest energy relative to the best compared isomer or geometry (same formula, charge and spin)?
A: C4H12O2

Q: Which value of multiplicity does entry 1 give?
A: 1